94
Properties=species:S:1:pos:R:3:mulliken_charge:R:1 method="wB97M-V/def2-TZVPD" homo_ev=-8.30 relative_energy_kcal_mol=57.1 e_tot_ha=-5071.12320 max_force_ev_per_a=3.47
C -5.82 3.00 0.90 -0.941
C -5.23 3.95 -0.15 0.681
O -5.17 5.12 0.12 -0.497
O -4.81 3.48 -1.37 -0.369
C -3.45 2.99 -1.32 -0.318
C -2.98 2.67 -2.73 -0.803
C -1.56 2.02 -2.78 -0.744
C -1.48 0.83 -1.80 -1.582
N -0.60 -0.30 -2.35 0.885
C -1.58 -1.00 -3.27 -1.150
C -1.64 -2.35 -2.52 0.434
C -0.49 -3.16 -3.23 -1.195
N -1.41 -2.04 -1.07 0.600
C -1.11 -3.42 -0.54 -1.242
C -1.65 -3.53 0.94 -0.588
C -2.61 -4.73 1.07 -1.024
C -3.63 -4.61 2.23 -0.739
S -5.35 -4.59 1.66 1.061
O -5.76 -5.91 1.32 -0.529
O -6.14 -4.04 2.72 -0.545
Cl -5.51 -3.36 0.02 -0.173
C -0.42 -1.07 -1.16 -1.512
N 0.54 -0.69 -0.38 0.668
C 0.76 -1.33 0.93 -1.797
C -0.26 -0.77 1.98 -0.504
C 0.54 0.08 3.01 -0.387
O -0.29 0.89 3.79 -0.453
C 1.48 0.40 -0.72 -0.830
C 2.72 -0.16 -1.49 -0.949
C 2.60 -0.04 -3.03 -0.281
S 3.27 -1.55 -3.82 -0.115
C 5.02 -1.23 -4.00 0.338
S 5.58 0.19 -4.56 -0.273
N 5.91 -2.23 -3.65 0.078
C 5.77 -3.18 -2.66 -0.054
C 6.85 -3.98 -2.69 -0.514
N 7.69 -3.51 -3.70 -0.577
C 7.14 -2.50 -4.24 -0.048
H -5.12 2.83 1.72 0.242
H -6.69 3.50 1.33 0.337
H -6.14 2.04 0.47 0.327
H -3.46 2.11 -0.65 0.168
H -2.84 3.78 -0.86 0.366
H -3.74 2.04 -3.22 0.262
H -2.96 3.62 -3.28 0.390
H -0.87 2.80 -2.45 0.469
H -1.41 1.70 -3.82 0.334
H -1.03 1.24 -0.88 0.725
H -2.47 0.46 -1.48 0.694
H -1.05 -1.00 -4.22 0.362
H -2.53 -0.48 -3.44 0.210
H -2.57 -2.88 -2.76 0.770
H -0.47 -3.00 -4.31 0.468
H -0.72 -4.23 -3.10 0.390
H 0.49 -3.02 -2.74 0.174
H -1.66 -4.19 -1.07 0.866
H -0.04 -3.65 -0.51 0.236
H -2.27 -2.63 1.11 0.298
H -0.84 -3.55 1.67 0.554
H -2.01 -5.64 1.20 0.376
H -3.20 -4.90 0.15 0.515
H -3.57 -5.53 2.82 0.408
H -3.49 -3.74 2.88 0.422
H 1.74 -0.98 1.29 0.994
H 0.82 -2.42 0.92 0.765
H -0.94 -0.10 1.44 0.396
H -0.76 -1.55 2.55 0.245
H 1.29 0.68 2.48 0.196
H 1.08 -0.66 3.64 0.329
H -1.20 0.87 3.49 0.329
H 1.88 0.82 0.21 0.658
H 1.00 1.23 -1.24 0.290
H 3.64 0.31 -1.12 0.569
H 2.76 -1.23 -1.25 0.289
H 3.23 0.78 -3.40 0.591
H 1.59 0.13 -3.39 -0.044
H 4.92 -3.23 -1.99 0.300
H 7.07 -4.84 -2.06 0.367
H 7.56 -1.93 -5.05 0.360
C 4.62 5.18 6.00 0.655
F 5.94 5.29 6.09 -0.217
F 4.25 4.09 6.70 -0.239
F 4.08 6.24 6.62 -0.235
S 4.07 5.07 4.25 1.012
O 4.70 3.88 3.75 -0.654
O 4.50 6.30 3.66 -0.648
N 2.51 4.95 4.55 -0.324
S 1.58 4.82 3.28 0.852
O 1.66 3.57 2.56 -0.512
O 1.45 6.00 2.47 -0.634
C -0.01 4.71 4.19 0.649
F -0.26 5.79 4.95 -0.241
F -0.02 3.65 5.01 -0.239
F -1.05 4.58 3.35 -0.230